{"formula": "C22H26AlAsClN3OS6", "method": "the ωB97M-V functional and the def2-TZVPD basis", "homo_energy_ev": -6.88, "homo_lumo_gap_ev": 6.28, "species": ["Al", "S", "As", "S", "S", "S", "Cl", "C", "C", "C", "C", "N", "C", "H", "H", "H", "H", "O", "S", "C", "C", "C", "C", "C", "C", "C", "C", "C", "C", "C", "C", "H", "H", "H", "H", "H", "H", "H", "H", "H", "H", "C", "C", "N", "C", "S", "N", "C", "C", "H", "H", "H", "H", "H", "H", "H", "H", "H", "H", "H", "H"], "positions_angstrom": [[2.143, -2.340, 0.670], [2.318, -5.926, 1.125], [3.785, -4.463, 1.383], [3.703, -3.132, -0.581], [2.852, -2.763, 2.668], [5.728, -4.870, 1.917], [-3.146, -3.120, 2.054], [-1.874, -3.420, 0.916], [-2.112, -4.128, -0.247], [-1.071, -4.313, -1.134], [0.172, -3.789, -0.834], [0.384, -3.123, 0.303], [-0.610, -2.943, 1.176], [-3.100, -4.522, -0.447], [-1.215, -4.856, -2.057], [1.032, -3.914, -1.478], [-0.380, -2.429, 2.101], [1.667, -0.586, 0.315], [2.615, 0.200, -0.639], [3.918, 0.796, 0.399], [3.752, 0.881, 1.774], [4.824, 1.318, 2.533], [6.025, 1.659, 1.921], [6.172, 1.550, 0.546], [5.115, 1.100, -0.229], [1.689, 1.665, -0.958], [1.034, 2.326, 0.075], [0.285, 3.446, -0.227], [0.202, 3.898, -1.545], [0.864, 3.229, -2.560], [1.613, 2.091, -2.271], [2.832, 0.559, 2.242], [4.729, 1.367, 3.610], [6.861, 1.987, 2.525], [7.119, 1.785, 0.078], [5.229, 0.963, -1.298], [1.107, 1.962, 1.092], [-0.233, 3.976, 0.563], [-0.386, 4.777, -1.774], [0.789, 3.575, -3.581], [2.105, 1.536, -3.060], [-3.705, 2.462, 1.631], [-3.285, 1.029, 1.347], [-2.474, 0.906, 0.136], [-2.626, -0.024, -0.837], [-1.310, -0.637, -1.678], [-3.892, -0.475, -1.070], [-5.063, 0.405, -1.122], [-5.377, 0.830, -2.547], [-4.291, 2.515, 2.549], [-4.301, 2.875, 0.817], [-2.831, 3.104, 1.758], [-4.146, 0.370, 1.256], [-2.696, 0.642, 2.182], [-1.509, 1.198, 0.216], [-3.878, -1.189, -1.786], [-4.861, 1.279, -0.511], [-5.914, -0.111, -0.674], [-4.519, 1.331, -2.997], [-6.227, 1.513, -2.563], [-5.630, -0.030, -3.170]], "forces_ev_per_angstrom": [[-0.3, 0.1, 0.1], [0.0, 0.1, 0.0], [0.0, -0.1, -0.1], [0.1, -0.1, -0.1], [-0.1, 0.0, 0.2], [0.0, 0.1, 0.0], [0.1, 0.0, -0.1], [-0.1, 0.0, 0.1], [-0.1, 0.0, -0.1], [0.1, 0.0, -0.1], [0.0, -0.1, 0.1], [-0.1, 0.2, 0.0], [0.0, 0.0, 0.0], [0.0, 0.0, 0.0], [0.0, 0.0, 0.0], [0.0, 0.0, 0.0], [0.0, 0.0, 0.0], [0.5, 0.0, -0.1], [-0.1, -0.3, -0.1], [-0.1, -0.1, 0.1], [0.1, 0.0, 0.0], [0.1, 0.0, 0.0], [-0.1, 0.0, 0.0], [0.0, 0.0, 0.0], [0.1, 0.0, 0.1], [-0.1, 0.1, 0.1], [0.0, 0.0, 0.0], [0.0, 0.1, -0.1], [0.0, 0.0, 0.1], [0.0, 0.0, 0.0], [-0.1, 0.1, 0.0], [0.0, 0.0, 0.0], [0.0, 0.0, 0.0], [0.0, 0.0, 0.0], [0.0, 0.0, 0.0], [0.0, 0.0, 0.0], [0.0, 0.0, 0.0], [0.0, 0.0, 0.0], [0.0, 0.0, 0.0], [0.0, 0.0, 0.0], [0.0, 0.0, 0.0], [0.1, 0.1, 0.0], [0.1, -0.1, 0.0], [0.1, 0.1, -0.1], [-0.1, -0.2, 0.2], [-0.1, 0.1, 0.0], [0.2, 0.0, -0.1], [0.1, -0.1, 0.0], [0.0, 0.0, -0.1], [0.0, 0.0, 0.0], [0.0, 0.0, 0.0], [0.0, 0.0, 0.0], [0.0, 0.0, 0.0], [0.0, 0.0, 0.1], [-0.1, 0.0, 0.0], [0.0, 0.0, 0.0], [0.0, 0.0, -0.1], [0.0, 0.0, 0.0], [0.0, 0.0, 0.0], [0.0, 0.0, 0.0], [0.0, 0.0, 0.0]]}

{"formula": "C30H54BBr3Cl3KMgN3O9S", "method": "the ωB97M-V functional and the def2-TZVPD basis", "homo_energy_ev": -8.01, "total_charge": 1, "homo_lumo_gap_ev": 1.98, "species": ["C", "C", "C", "C", "C", "C", "C", "C", "C", "C", "C", "C", "C", "Cl", "C", "C", "Cl", "C", "C", "C", "C", "C", "O", "O", "S", "O", "O", "C", "N", "C", "C", "C", "B", "O", "O", "H", "H", "H", "H", "H", "H", "H", "H", "H", "H", "H", "H", "H", "H", "H", "H", "H", "H", "H", "H", "H", "H", "H", "H", "H", "H", "H", "H", "H", "H", "H", "H", "H", "H", "H", "H", "H", "H", "H", "H", "K", "C", "C", "O", "N", "C", "H", "H", "H", "H", "H", "H", "H", "Br", "C", "C", "Br", "H", "H", "H", "H", "Br", "C", "N", "O", "O", "H", "H", "H", "Mg", "Cl"], "positions_angstrom": [[-1.108, 1.943, -1.914], [-1.308, 0.706, -1.174], [-0.505, 0.011, 0.102], [-1.644, 0.074, 1.281], [-2.974, 1.026, 0.925], [-3.830, 1.025, 2.367], [-4.828, 2.312, 2.529], [-6.224, 1.944, 1.740], [-6.234, 2.822, 0.352], [-6.268, 4.462, 0.598], [-5.442, 5.205, -0.609], [-0.131, -1.537, -0.429], [-0.608, -2.761, 0.555], [-2.279, -3.620, 0.232], [0.030, -3.329, 1.751], [1.484, -2.807, 2.232], [-0.719, -4.722, 2.788], [1.241, -1.725, -1.282], [1.959, -3.235, -1.195], [3.628, -3.126, -1.298], [0.948, -1.734, -2.937], [0.671, -0.346, -3.670], [-0.559, -0.176, -4.237], [2.357, -0.855, -1.072], [2.142, 0.722, -0.636], [2.063, 1.792, -1.747], [3.453, 1.128, 0.157], [0.769, 0.856, 0.682], [1.355, 0.246, 1.893], [1.596, 0.966, 2.988], [3.125, 1.580, 3.304], [0.568, 1.205, 4.291], [0.588, 2.449, 0.994], [-0.558, 3.048, 1.770], [1.602, 3.514, 0.654], [-1.538, 2.961, -1.464], [-0.488, 2.088, -2.924], [-2.227, 0.041, -1.557], [-1.247, 0.529, 2.312], [-2.165, -0.917, 1.591], [-3.713, 0.514, 0.167], [-2.729, 2.139, 0.717], [-4.441, 0.000, 2.345], [-3.135, 0.976, 3.307], [-4.981, 2.471, 3.701], [-4.257, 3.246, 2.101], [-7.116, 2.181, 2.467], [-6.286, 0.796, 1.420], [-5.241, 2.555, -0.225], [-7.140, 2.442, -0.288], [-7.392, 4.785, 0.583], [-5.765, 4.781, 1.632], [-4.897, 6.207, -0.265], [-4.605, 4.495, -1.014], [-6.206, 5.544, -1.451], [-0.937, -1.686, -1.320], [1.303, -2.070, 3.154], [2.146, -3.691, 2.680], [2.092, -2.237, 1.406], [1.671, -3.936, -2.117], [1.765, -3.859, -0.262], [3.985, -4.266, -1.310], [4.007, -2.701, -0.267], [3.990, -2.530, -2.236], [1.853, -2.269, -3.505], [0.022, -2.462, -3.132], [1.428, 0.534, -3.915], [3.500, 2.315, 2.476], [3.823, 0.624, 3.324], [3.198, 2.048, 4.387], [-0.455, 1.679, 3.982], [1.079, 1.864, 5.140], [0.446, 0.124, 4.768], [-0.713, 3.970, 1.365], [1.732, 4.043, 1.499], [-1.088, -3.639, -2.595], [6.789, 1.137, -1.916], [6.832, 1.083, -3.417], [7.845, 0.754, -4.030], [5.701, 1.413, -4.104], [4.422, 1.822, -3.574], [7.763, 0.848, -1.512], [6.566, 2.155, -1.584], [6.037, 0.440, -1.538], [5.808, 1.353, -5.110], [3.668, 1.113, -3.924], [4.192, 2.814, -3.970], [4.413, 1.854, -2.484], [3.734, -5.752, 3.191], [4.812, -5.472, 4.792], [3.942, -5.359, 6.023], [3.098, -3.604, 6.131], [5.427, -4.587, 4.612], [5.458, -6.352, 4.857], [4.547, -5.439, 6.931], [3.141, -6.101, 6.059], [-5.629, 0.659, 0.061], [-3.733, -1.405, -6.730], [-4.268, -2.312, -5.679], [-4.671, -1.790, -4.633], [-4.269, -3.522, -5.934], [-3.793, -0.375, -6.372], [-2.695, -1.690, -6.914], [-4.346, -1.539, -7.624], [-2.606, 0.400, 4.740], [-1.822, -1.298, -5.011]], "forces_ev_per_angstrom": [[0.2, 0.6, 1.2], [0.2, -0.2, -1.7], [-2.6, 1.2, 1.1], [-1.4, 0.8, 1.3], [1.0, -0.6, 2.1], [-0.8, -0.2, -1.5], [0.9, -1.6, 0.4], [0.7, 4.7, 1.8], [-0.6, 3.7, 0.3], [0.0, 0.1, 0.0], [-0.3, 0.8, 0.0], [-2.3, -0.5, -1.2], [1.5, -2.0, 3.8], [1.9, 1.6, -0.1], [-0.1, 1.6, -2.6], [-0.3, -0.2, 1.3], [1.3, 2.5, -1.9], [0.4, -3.0, -2.3], [1.4, -0.7, -0.4], [-0.8, -1.1, 0.9], [-0.2, 0.1, -0.9], [-3.2, 0.0, -1.8], [6.5, 2.7, 4.6], [-1.3, 1.5, 0.9], [6.7, 6.7, 0.5], [-1.4, -4.4, 2.4], [-4.6, -2.8, -2.5], [-0.7, -2.3, 0.0], [-1.2, 4.0, 1.1], [1.5, 0.2, 0.9], [-0.3, -1.3, 0.6], [1.1, -0.6, 0.0], [0.0, 4.5, 0.4], [1.8, -0.4, -2.7], [-2.0, -2.6, 2.2], [2.6, -1.8, 0.0], [-3.0, -0.9, 1.4], [3.0, 0.3, -0.2], [-0.3, -1.1, -2.5], [1.3, 1.3, -0.8], [3.2, 1.2, 1.4], [-0.2, -2.0, 0.0], [1.2, 2.1, 0.5], [-1.5, 1.0, -3.8], [0.0, -0.3, -2.6], [-1.5, -1.8, 0.7], [1.1, -0.6, -1.7], [-1.4, 0.7, 3.4], [-2.2, 2.4, 1.3], [1.7, 1.4, 1.1], [2.2, -0.4, 0.2], [-1.3, -0.9, -2.2], [-1.3, -2.2, -0.5], [-1.7, 1.3, 0.5], [1.8, -1.0, 1.6], [1.7, 1.0, 2.3], [0.4, -1.6, -2.1], [-1.6, 1.8, -1.2], [-1.5, -1.1, 1.5], [0.2, 1.7, 1.9], [0.0, 1.2, -1.1], [-0.6, 2.6, -0.3], [-0.6, -0.5, -2.4], [-0.6, -1.2, 2.0], [-1.7, 1.3, 1.5], [4.3, 4.5, -0.6], [-1.1, -2.4, 0.5], [-0.9, -1.6, 1.4], [-1.3, 2.0, -0.3], [-0.4, -0.8, -2.4], [2.0, -1.0, 0.4], [-1.1, -1.3, -2.1], [-0.1, 2.2, -1.1], [0.6, -2.0, 1.1], [-0.4, -0.7, -1.6], [-2.8, -2.9, 0.5], [0.1, 0.0, 0.2], [0.7, -0.2, -0.8], [-0.6, 0.2, 0.4], [0.4, -0.2, 0.1], [0.2, 0.0, -0.3], [-0.2, 0.1, -0.3], [-0.2, -0.2, 0.1], [-0.1, 0.2, 0.1], [0.0, 0.0, 0.3], [-0.2, 0.1, 0.2], [-0.3, 0.0, 0.2], [0.1, 0.0, -0.3], [0.1, 0.0, 0.0], [0.1, -0.2, 0.0], [0.1, 0.1, 0.2], [-0.1, -0.1, -0.1], [-0.2, -0.2, 0.1], [-0.2, 0.1, 0.0], [-0.1, 0.0, -0.2], [0.2, 0.2, -0.1], [0.2, -8.3, -5.4], [-0.7, 0.3, -1.0], [-0.6, -0.5, 0.6], [0.2, -1.1, -1.3], [0.0, 1.6, 0.6], [0.0, -0.4, -0.1], [-0.7, -0.1, -0.4], [0.0, -0.2, 0.1], [0.6, -1.2, 2.9], [-0.2, -2.7, -0.2]]}

{"formula": "C7H15N", "method": "the ωB97M-V functional and the def2-TZVPD basis", "homo_energy_ev": -8.71, "homo_lumo_gap_ev": 9.84, "relative_energy_kj_mol": 94.9, "smiles": "CCCN1CCCC1", "species": ["C", "C", "C", "N", "C", "C", "C", "C", "H", "H", "H", "H", "H", "H", "H", "H", "H", "H", "H", "H", "H", "H", "H"], "positions_angstrom": [[-0.182, 1.437, -1.701], [0.684, 0.792, -2.782], [-0.656, 0.445, -0.585], [0.538, -0.008, 0.147], [0.425, -1.443, 0.396], [-0.389, -1.708, 1.688], [-0.438, -0.331, 2.340], [0.468, 0.589, 1.519], [-1.072, 1.851, -2.191], [0.310, 2.309, -1.260], [1.685, 0.495, -2.486], [0.670, 1.429, -3.669], [0.137, -0.096, -3.125], [-1.170, -0.319, -1.167], [-1.382, 1.129, -0.139], [1.425, -1.824, 0.634], [0.135, -2.005, -0.480], [0.175, -2.421, 2.294], [-1.333, -2.244, 1.587], [-0.180, -0.306, 3.391], [-1.459, 0.059, 2.266], [0.125, 1.616, 1.421], [1.485, 0.554, 1.902]], "forces_ev_per_angstrom": [[0.1, -0.2, -0.1], [-1.1, -0.1, -0.3], [0.9, 2.1, -2.7], [-1.9, -0.1, 0.8], [1.1, -0.7, 0.6], [0.6, -0.6, 0.2], [-1.2, 0.7, 0.0], [0.8, -0.9, -0.8], [0.0, -0.1, 0.0], [0.2, -0.1, 0.2], [0.0, 0.2, 0.1], [0.5, 0.1, 0.1], [0.3, -0.2, 0.1], [-0.1, -0.5, 0.6], [-0.2, -0.8, 1.3], [0.1, 0.2, -0.2], [-0.4, 0.1, -0.3], [0.2, 0.2, 0.1], [-0.3, 0.6, -0.4], [0.1, -0.2, 0.2], [0.0, 0.0, 0.1], [0.1, 0.0, 0.3], [0.1, 0.3, 0.2]]}

{"formula": "C11H14N2O", "method": "the ωB97M-V functional and the def2-TZVPD basis", "homo_energy_ev": -8.05, "homo_lumo_gap_ev": 8.75, "relative_energy_kj_mol": 8.6, "smiles": "Cc1c[nH]c2ccccc12.CC(N)=O", "species": ["C", "C", "C", "C", "C", "C", "C", "C", "C", "N", "H", "H", "H", "H", "H", "H", "H", "H", "H", "C", "C", "O", "N", "H", "H", "H", "H", "H"], "positions_angstrom": [[-0.372, 3.633, 0.574], [-1.273, 0.024, 0.058], [-0.838, 1.261, -0.463], [-0.797, 2.193, 0.633], [-1.198, 1.501, 1.736], [-1.410, -1.112, -0.730], [-1.114, -1.002, -2.074], [-0.546, 1.347, -1.827], [-0.688, 0.223, -2.612], [-1.495, 0.197, 1.404], [-1.800, -0.519, 2.039], [-1.731, -2.051, -0.293], [-1.326, 1.898, 2.729], [-1.207, -1.870, -2.722], [-0.211, 2.277, -2.265], [-0.872, 4.199, 1.363], [-0.667, 4.056, -0.382], [-0.468, 0.263, -3.669], [0.704, 3.759, 0.695], [3.091, -1.847, -0.309], [2.039, -2.052, 0.763], [1.672, -3.161, 1.106], [1.534, -0.920, 1.312], [0.804, -0.980, 1.998], [1.825, -0.008, 1.009], [2.975, -0.883, -0.807], [2.962, -2.639, -1.040], [4.077, -1.962, 0.143]], "forces_ev_per_angstrom": [[-0.3, -0.3, 0.2], [0.0, 0.2, 0.0], [0.0, -0.2, 0.2], [0.2, 0.0, 0.0], [0.0, 0.4, -0.2], [-0.1, -0.3, -0.1], [0.0, 0.0, 0.1], [0.0, 0.0, -0.1], [0.0, -0.2, -0.1], [0.0, -0.1, 0.1], [-0.1, 0.1, 0.0], [0.0, 0.0, -0.1], [0.0, -0.2, 0.2], [0.0, 0.1, 0.1], [0.0, 0.1, 0.0], [0.1, 0.1, -0.1], [0.0, 0.2, -0.1], [0.0, 0.1, -0.1], [0.0, 0.0, -0.1], [-0.3, -0.1, 0.1], [-0.1, -0.1, -0.1], [0.0, 0.0, 0.1], [0.2, 0.2, 0.1], [0.0, -0.1, 0.0], [-0.1, 0.0, -0.1], [0.2, 0.0, 0.1], [0.0, 0.0, 0.0], [0.0, 0.2, -0.1]]}